{"formula": "C25H20BrCrF3N2Si", "method": "ωB97M-V/def2-TZVPD", "molar_mass_g_mol": 565.4, "charge": 0, "e_tot_ha": -5281.7155, "spin_multiplicity": 5, "homo_lumo_gap_ha": [0.2432, 0.2562], "largest_force_ev_per_a": 1.67, "elements": ["Br", "Cr", "Si", "F", "F", "F", "N", "N", "C", "C", "C", "C", "C", "C", "C", "C", "C", "C", "C", "C", "C", "C", "C", "C", "C", "C", "C", "C", "C", "C", "C", "C", "C", "H", "H", "H", "H", "H", "H", "H", "H", "H", "H", "H", "H", "H", "H", "H", "H", "H", "H", "H", "H"], "xyz": [[0.18219, 7.30610, -0.40660], [-1.39829, 0.19970, 0.01131], [-0.35737, -1.55813, -1.24250], [-2.79882, -0.16440, -2.75221], [-1.71048, 1.45400, -1.75361], [-3.75503, 0.95664, -1.16749], [-1.57753, -0.82959, 1.71752], [-0.97195, 1.62593, 1.33055], [-1.77313, -2.13681, 1.91632], [-2.15987, -1.85928, 4.26928], [1.74765, -1.63404, 0.69505], [-1.35581, 4.01504, 1.58376], [-2.59001, 0.35291, -1.53174], [-0.73576, 2.92365, 0.95417], [0.93515, -2.40187, -0.13354], [-1.62181, -0.01240, 2.83356], [0.64408, -1.36876, -3.94936], [1.42935, -0.84344, -4.95967], [2.77925, -2.20899, 1.41251], [2.28198, 0.21523, -4.69751], [2.17893, -4.35727, 0.53579], [-1.94258, -0.52013, 4.11254], [-2.04647, -2.69322, 3.14450], [1.16104, -3.77089, -0.19274], [0.70477, -0.85567, -2.65843], [0.40044, 4.45687, -0.52300], [0.13817, 3.16849, -0.11748], [-1.30979, 1.32302, 2.58834], [1.57630, 0.20228, -2.41214], [-1.08898, 5.30391, 1.18076], [2.99871, -3.57442, 1.32971], [2.35602, 0.74108, -3.41737], [-0.20143, 5.51995, 0.13719], [2.34462, -5.42321, 0.47611], [-2.01283, 0.16458, 4.94250], [2.89238, 0.63017, -5.48674], [3.02361, 1.56634, -3.20829], [1.38208, -1.25989, -5.95678], [0.61291, 2.33307, -0.62233], [-0.02920, -2.18761, -4.15755], [1.64674, 0.59620, -1.40500], [3.80868, -4.02544, 1.88314], [0.52708, -4.37827, -0.82198], [-2.19107, -3.75495, 3.23808], [1.56205, -0.56668, 0.77624], [-1.27848, 2.05560, 3.38909], [-1.13084, -2.68060, -1.87182], [1.07373, 4.62949, -1.34599], [-2.08541, 3.83291, 2.35923], [-2.41930, -2.27937, 5.22616], [-1.56507, 6.13673, 1.67538], [3.42012, -1.59756, 2.03194], [-1.70071, -2.76700, 1.04113]], "forces_ev_per_angstrom": [[-0.045, -0.240, 0.054], [0.399, 0.251, 0.276], [1.019, -0.700, -0.584], [0.085, -0.098, 0.594], [0.379, 0.175, 0.193], [-0.009, -0.227, -0.091], [-0.323, 0.191, 0.723], [-0.320, -0.613, 0.419], [-0.100, -0.616, 0.063], [0.048, 0.069, -0.315], [-0.091, 0.119, -0.002], [0.086, -0.562, -0.168], [-1.199, 0.066, -1.163], [0.393, 1.406, -0.355], [-0.438, 0.215, -0.175], [-0.078, -0.333, 0.146], [-0.122, -0.034, 0.105], [0.091, -0.007, -0.206], [0.138, 0.065, 0.111], [0.065, 0.044, -0.053], [0.130, -0.161, 0.050], [0.048, -0.045, -0.214], [-0.004, 0.095, -0.125], [-0.137, -0.018, -0.052], [-0.446, -0.030, 0.287], [-0.040, 0.309, 0.015], [-0.308, -0.225, 0.436], [0.219, 0.294, -0.021], [-0.091, -0.048, 0.114], [0.245, 0.243, -0.166], [0.065, -0.030, 0.051], [0.121, 0.092, -0.011], [0.022, 0.172, -0.084], [0.010, -0.096, -0.006], [0.032, 0.099, 0.076], [0.032, 0.021, -0.062], [0.035, 0.029, 0.016], [-0.030, -0.016, -0.046], [-0.026, 0.079, 0.050], [-0.062, -0.100, -0.095], [0.101, 0.096, 0.042], [0.066, -0.049, 0.068], [-0.034, -0.154, -0.099], [0.000, -0.159, -0.101], [0.095, 0.044, 0.057], [0.013, -0.047, -0.082], [-0.061, 0.192, 0.186], [0.086, 0.107, -0.096], [-0.023, 0.041, 0.075], [0.002, -0.010, 0.188], [-0.033, 0.076, -0.018], [0.022, 0.053, 0.066], [-0.024, -0.028, -0.072]]}



{"formula": "C3H7N4", "method": "ωB97M-V/def2-TZVPD", "molar_mass_g_mol": 99.1, "charge": 1, "e_tot_ha": -337.2150, "homo_lumo_gap_ha": 0.3865, "largest_force_ev_per_a": 2.07, "elements": ["N", "N", "N", "N", "C", "C", "C", "H", "H", "H", "H", "H", "H", "H"], "xyz": [[0.48533, 0.38869, -0.52749], [2.61745, -0.39751, 0.58223], [-0.42809, -1.12336, 0.99690], [2.91370, -0.42439, -0.58060], [1.85479, 0.53242, -0.21906], [-0.56395, -0.25691, 0.04742], [-1.87085, 0.30593, -0.33042], [0.22787, 0.88310, -1.34265], [-1.24291, -1.58965, 1.36645], [-1.58992, 1.24581, -0.78593], [2.17018, 1.51717, -0.13590], [0.45182, -1.52636, 1.31374], [-2.60375, -0.09853, -0.96258], [-2.42166, 0.54359, 0.57790]], "forces_ev_per_angstrom": [[-0.921, -1.698, 0.714], [-0.457, -0.664, 1.310], [0.310, -1.227, 0.761], [-0.096, -0.161, -1.230], [0.511, -0.878, 0.424], [1.573, 1.024, -0.861], [0.106, 1.695, 0.781], [-0.317, 0.713, -0.811], [-0.143, 0.168, 0.030], [-0.518, 0.420, -0.037], [0.281, 1.730, -0.020], [-0.057, 0.404, -0.262], [-0.386, -1.612, -1.034], [0.115, 0.085, 0.235]]}



> Which value of charge does entry 1 give?

0